(1)
A structure of composition C23H34NO3S2SbSeTi. Source: the OMol25 dataset; level of theory: the ωB97M-V functional and the def2-TZVPD basis.

Positions of all 66 atoms, in Å:
Ti (-0.124, -0.649, 0.673)
C (2.525, 3.989, 1.499)
C (2.463, 2.701, 0.726)
C (2.238, 2.715, -0.656)
C (2.131, 1.543, -1.372)
C (2.254, 0.309, -0.725)
C (2.490, 0.280, 0.643)
C (2.576, 1.477, 1.359)
H (3.233, 4.689, 1.045)
H (2.826, 3.812, 2.532)
H (1.544, 4.468, 1.525)
H (2.114, 3.668, -1.160)
H (1.931, 1.578, -2.437)
H (2.230, -0.618, -1.285)
H (2.628, -0.663, 1.154)
H (2.712, 1.430, 2.433)
C (1.243, -3.535, 4.315)
C (1.041, -2.871, 2.965)
S (0.599, -1.164, 3.077)
C (1.163, -3.563, 1.818)
C (1.469, -5.039, 1.778)
S (0.921, -2.872, 0.198)
H (1.341, -2.769, 5.083)
H (2.139, -4.163, 4.345)
H (0.386, -4.162, 4.583)
H (1.714, -5.451, 2.758)
H (2.304, -5.238, 1.099)
H (0.609, -5.593, 1.385)
C (-1.598, 1.657, -3.493)
C (-2.301, 0.336, -3.186)
Sb (-0.995, -0.968, -2.076)
C (-1.879, -2.898, -2.453)
C (-3.194, -2.887, -3.223)
C (0.487, -1.158, -3.673)
C (-0.079, -1.461, -5.056)
H (-2.257, 2.353, -4.023)
H (-0.713, 1.504, -4.119)
H (-1.272, 2.146, -2.572)
H (-2.640, -0.159, -4.098)
H (-3.167, 0.494, -2.543)
H (-2.009, -3.332, -1.462)
H (-1.119, -3.498, -2.960)
H (-3.933, -2.274, -2.706)
H (-3.607, -3.898, -3.317)
H (-3.073, -2.489, -4.234)
H (1.151, -1.961, -3.340)
H (1.088, -0.244, -3.693)
H (-0.700, -2.361, -5.039)
H (0.707, -1.622, -5.803)
H (-0.708, -0.643, -5.416)
Se (-1.193, 1.857, 0.518)
C (-0.797, 2.953, 2.025)
C (-0.120, 2.468, 3.150)
C (0.179, 3.302, 4.217)
C (-0.192, 4.642, 4.205)
C (-0.882, 5.133, 3.102)
C (-1.179, 4.301, 2.031)
H (0.170, 1.425, 3.181)
H (0.709, 2.892, 5.071)
H (0.046, 5.290, 5.040)
H (-1.189, 6.174, 3.073)
H (-1.711, 4.692, 1.172)
O (-4.136, -2.089, 1.124)
N (-3.194, -1.518, 0.582)
O (-3.327, -0.981, -0.537)
O (-2.073, -1.488, 1.170)

The total energy is -148704.7301 eV. The HOMO energy (spin up / spin down) comes out at -0.33 / -0.70 eV. The value obtained for the lowest unoccupied orbital energy (spin up / spin down) is 4.70 / 4.70 eV. The charge is -2. For the max |F|, the calculation gives 0.01257 Eh/bohr. Its multiplicity is 3. The expectation value of S² is 2.01.

***

(2)
A structure of composition C23H34NO3S2SbSeTi in a non-equilibrium geometry. Source: the OMol25 dataset; level of theory: the ωB97M-V functional and the def2-TZVPD basis.

Positions of all 66 atoms, in Å:
Ti (1.279, -0.437, 0.527)
C (0.507, -1.624, -3.946)
C (0.184, -1.973, -2.519)
C (-1.145, -1.891, -2.076)
C (-1.442, -2.056, -0.739)
C (-0.445, -2.372, 0.178)
C (0.887, -2.550, -0.262)
C (1.171, -2.335, -1.630)
H (0.063, -2.335, -4.649)
H (1.586, -1.605, -4.102)
H (0.114, -0.630, -4.175)
H (-1.928, -1.679, -2.796)
H (-2.466, -1.961, -0.397)
H (-0.697, -2.609, 1.200)
H (1.574, -3.116, 0.352)
H (2.194, -2.432, -1.973)
C (-0.908, 2.367, 3.662)
C (-0.340, 1.138, 2.984)
S (-0.539, 1.048, 1.235)
C (0.300, 0.170, 3.653)
C (0.403, 0.116, 5.156)
S (1.069, -1.173, 2.830)
H (-1.157, 3.107, 2.902)
H (-0.178, 2.810, 4.345)
H (-1.816, 2.149, 4.237)
H (-0.206, 0.885, 5.636)
H (1.443, 0.230, 5.477)
H (0.066, -0.868, 5.492)
C (-4.130, 1.505, -3.678)
C (-2.986, 2.449, -3.315)
Sb (-1.877, 1.710, -1.522)
C (-0.514, 3.421, -1.449)
C (-0.861, 4.639, -2.300)
C (-3.380, 2.558, -0.127)
C (-4.304, 3.662, -0.630)
H (-4.692, 1.858, -4.551)
H (-4.833, 1.397, -2.847)
H (-3.748, 0.506, -3.906)
H (-3.367, 3.458, -3.143)
H (-2.280, 2.503, -4.149)
H (0.446, 3.005, -1.753)
H (-0.432, 3.675, -0.392)
H (-0.939, 4.368, -3.354)
H (-0.085, 5.407, -2.208)
H (-1.810, 5.083, -1.992)
H (-2.795, 2.893, 0.728)
H (-3.973, 1.703, 0.208)
H (-3.738, 4.526, -0.985)
H (-4.969, 4.007, 0.170)
H (-4.932, 3.311, -1.452)
Se (3.834, -1.418, 0.509)
C (4.119, -3.071, 1.463)
C (3.777, -3.239, 2.809)
C (3.948, -4.462, 3.443)
C (4.493, -5.544, 2.764)
C (4.889, -5.377, 1.443)
C (4.704, -4.159, 0.804)
H (3.350, -2.403, 3.342)
H (3.650, -4.569, 4.481)
H (4.611, -6.503, 3.258)
H (5.343, -6.205, 0.908)
H (5.002, -4.028, -0.230)
O (2.365, 1.234, 0.441)
N (2.264, 0.694, -0.728)
O (3.238, 0.555, -1.512)
O (1.035, 0.481, -1.145)

The total energy is -148702.2832 eV. The HOMO energy (spin up / spin down) comes out at -0.32 / -0.68 eV. The value obtained for the lowest unoccupied orbital energy (spin up / spin down) is 4.55 / 4.55 eV. The charge is -2. For the max |F|, the calculation gives 0.07279 Eh/bohr. Its multiplicity is 3. The expectation value of S² is 2.02.

***

(3)
A structure of composition C23H35B2N10O4Os. Source: the OMol25 dataset; level of theory: the ωB97M-V functional and the def2-TZVPD basis.

Positions of all 75 atoms, in Å:
Os (-0.244, 0.422, 0.152)
C (0.793, 3.365, -1.513)
C (0.074, 2.310, -2.272)
C (-0.356, 2.320, -3.586)
C (-0.978, 1.096, -3.786)
N (-0.909, 0.378, -2.666)
N (-0.273, 1.124, -1.712)
B (-1.545, -1.028, -2.320)
N (-2.611, -0.752, -1.233)
C (-3.950, -0.746, -1.188)
C (-4.359, 0.019, -0.108)
C (-3.197, 0.500, 0.477)
C (-3.010, 1.421, 1.631)
N (-2.149, -0.001, -0.202)
N (-0.403, -1.848, -1.648)
C (0.144, -3.002, -2.032)
C (1.287, -3.217, -1.290)
C (1.405, -2.121, -0.444)
C (2.535, -1.823, 0.477)
N (0.349, -1.308, -0.660)
N (-2.038, -1.717, -3.534)
C (-1.382, -1.967, -4.706)
C (-2.175, -2.782, -5.460)
C (-3.324, -3.014, -4.664)
C (-4.513, -3.853, -4.994)
N (-3.230, -2.382, -3.508)
H (1.674, 3.694, -2.063)
H (1.116, 2.989, -0.544)
H (0.154, 4.235, -1.359)
H (-0.234, 3.112, -4.304)
H (-1.467, 0.701, -4.661)
H (-4.502, -1.285, -1.939)
H (-5.371, 0.213, 0.202)
H (-3.228, 0.917, 2.571)
H (-3.662, 2.288, 1.534)
H (-1.979, 1.799, 1.694)
H (-0.307, -3.583, -2.821)
H (1.968, -4.048, -1.362)
H (2.950, -2.754, 0.860)
H (2.240, -1.218, 1.326)
H (3.331, -1.302, -0.059)
H (-0.404, -1.558, -4.908)
H (-1.973, -3.163, -6.447)
H (-4.593, -4.000, -6.069)
H (-5.428, -3.385, -4.638)
H (-4.433, -4.835, -4.526)
N (1.275, -2.082, 3.695)
N (-0.121, -2.050, 3.738)
C (-0.851, -1.293, 2.908)
O (-2.016, -1.343, 2.686)
O (-0.072, -0.318, 2.204)
H (1.582, -3.023, 3.474)
H (1.647, -1.811, 4.599)
H (-0.646, -2.738, 4.263)
C (2.883, 2.580, 4.670)
C (2.707, 1.601, 3.531)
C (3.879, 0.640, 3.446)
O (1.504, 0.777, 3.811)
B (0.993, 0.488, 2.621)
O (1.491, 1.193, 1.531)
C (2.355, 2.272, 2.162)
C (3.534, 2.526, 1.258)
C (1.465, 3.487, 2.319)
H (3.137, 2.033, 5.577)
H (1.979, 3.155, 4.859)
H (3.702, 3.267, 4.453)
H (3.951, 0.086, 4.381)
H (4.813, 1.181, 3.303)
H (3.762, -0.075, 2.629)
H (4.066, 1.608, 1.020)
H (4.228, 3.210, 1.750)
H (3.210, 2.999, 0.332)
H (0.606, 3.280, 2.960)
H (1.112, 3.835, 1.350)
H (2.030, 4.302, 2.771)

The total energy is -51322.0279 eV. The HOMO energy (spin up / spin down) comes out at -13.84 / -13.84 eV. The value obtained for the lowest unoccupied orbital energy (spin up / spin down) is -6.61 / -7.81 eV. The charge is +2. For the max |F|, the calculation gives 0.00399 Eh/bohr. Its multiplicity is 2. The expectation value of S² is 0.76.

***

(4)
A cluster of 2 separate species, C23H35BrClNO7PS in total in a non-equilibrium geometry. Source: the OMol25 dataset; level of theory: the ωB97M-V functional and the def2-TZVPD basis.

Positions of all 70 atoms, in Å:
C (-0.943, -0.261, 3.672)
C (-1.358, -0.506, 2.211)
C (-2.852, -0.279, 1.893)
C (-3.317, -1.319, 0.861)
C (-3.724, -2.677, 1.401)
C (-3.418, -3.123, 2.685)
C (-3.815, -4.378, 3.122)
C (-4.529, -5.210, 2.278)
C (-4.816, -4.787, 0.988)
C (-4.417, -3.533, 0.537)
C (-4.737, -3.114, -0.873)
O (-3.644, -0.255, 3.092)
S (-5.063, 0.391, 2.745)
O (-5.531, 1.109, 3.880)
O (-5.921, -0.557, 2.122)
O (-4.529, 1.391, 1.649)
C (-3.076, 1.167, 1.343)
C (-3.003, 1.402, -0.171)
C (-1.677, 1.037, -0.784)
O (-0.639, 1.520, -0.480)
Br (-1.738, -0.302, -2.216)
P (-2.123, 2.533, 2.308)
O (-2.916, 2.471, 3.720)
Cl (-3.082, 4.150, 1.447)
H (-1.495, 0.552, 4.140)
H (-1.080, -1.155, 4.277)
H (0.112, 0.011, 3.691)
H (-0.743, 0.128, 1.573)
H (-1.104, -1.537, 1.965)
H (-2.467, -1.489, 0.197)
H (-4.144, -0.933, 0.266)
H (-2.863, -2.493, 3.363)
H (-3.584, -4.710, 4.126)
H (-4.864, -6.187, 2.600)
H (-5.361, -5.430, 0.308)
H (-5.138, -3.950, -1.441)
H (-5.433, -2.273, -0.892)
H (-3.831, -2.772, -1.382)
H (-3.112, 2.472, -0.345)
H (-3.845, 0.922, -0.660)
H (-3.819, 2.819, 3.657)
C (4.718, -0.846, -3.139)
C (5.351, 0.308, -2.334)
C (5.798, 1.403, -3.316)
C (4.656, 2.223, -3.926)
C (3.441, 2.323, -2.990)
C (3.770, 2.089, -1.511)
N (4.354, 0.774, -1.361)
O (4.678, 0.495, -0.022)
C (2.450, 2.078, -0.743)
C (4.626, 3.250, -0.964)
C (6.604, -0.226, -1.651)
H (4.419, -1.639, -2.451)
H (5.418, -1.268, -3.875)
H (3.827, -0.507, -3.671)
H (6.475, 2.081, -2.790)
H (6.400, 0.950, -4.112)
H (5.030, 3.226, -4.155)
H (4.347, 1.796, -4.885)
H (2.965, 3.301, -3.113)
H (2.688, 1.583, -3.283)
H (1.847, 1.228, -1.058)
H (1.881, 2.998, -0.930)
H (2.631, 1.992, 0.328)
H (4.101, 4.206, -1.075)
H (5.585, 3.337, -1.477)
H (4.824, 3.083, 0.095)
H (7.302, -0.594, -2.414)
H (6.361, -1.042, -0.974)
H (7.097, 0.554, -1.072)

The total energy is -142930.0113 eV. The HOMO energy comes out at -1.22 eV. The value obtained for the lowest unoccupied orbital energy is 1.91 eV. The charge is -1. For the max |F|, the calculation gives 0.02957 Eh/bohr.

***

> Which value of max |F| does entry 3 give?

0.00399 Eh/bohr